Entry 1:
{
  "formula": "C31H53BCl2N4O6S",
  "method": "ωB97M-V/def2-TZVPD",
  "mol_weight_g_mol": 691.572,
  "e_lumo_ev": [-0.344, -0.348],
  "total_energy_ha": -3226.91924,
  "s2": 2.008,
  "spin_multiplicity": 3,
  "elements": ["C", "C", "C", "C", "O", "C", "C", "C", "Cl", "C", "C", "Cl", "C", "O", "B", "O", "O", "C", "C", "N", "S", "N", "C", "H", "H", "H", "H", "H", "H", "H", "H", "H", "H", "H", "H", "H", "H", "H", "H", "H", "C", "C", "C", "C", "C", "C", "N", "O", "C", "C", "C", "H", "H", "H", "H", "H", "H", "H", "H", "H", "H", "H", "H", "H", "H", "H", "H", "H", "H", "C", "C", "C", "C", "C", "C", "N", "O", "C", "C", "C", "H", "H", "H", "H", "H", "H", "H", "H", "H", "H", "H", "H", "H", "H", "H", "H", "H", "H"],
  "positions_angstrom": [[2.61124, -1.00462, -0.79924], [2.38479, 0.45178, -1.22767], [1.80918, 1.32223, -0.12086], [0.35080, 1.07524, 0.22420], [-0.43843, 0.99034, -0.97218], [-1.61868, 0.33132, -0.84779], [-2.78198, 1.01056, -0.68686], [-2.65501, 2.51749, -0.67354], [-3.76944, 3.38148, 0.40177], [-2.61230, 3.06383, -2.14790], [-1.31913, 3.84413, -2.41289], [-4.02899, 4.02522, -2.60900], [-4.01681, 0.28030, -0.63632], [-5.17115, 1.00585, -0.53256], [-5.98326, 0.69573, 0.57184], [-7.05617, -0.12747, 0.41671], [-5.71003, 1.18271, 1.82325], [-4.07120, -1.06671, -0.74358], [-2.86358, -1.78506, -0.88395], [-2.71220, -3.10998, -0.98626], [-1.13610, -3.37868, -1.14665], [-0.57256, -1.88316, -1.11322], [-1.63131, -1.08570, -0.94602], [3.60019, -1.13449, -0.36332], [1.85290, -1.32102, -0.08417], [2.51383, -1.67711, -1.65093], [3.35746, 0.87943, -1.48500], [1.77807, 0.50765, -2.12990], [1.89372, 2.37403, -0.39646], [2.37773, 1.16318, 0.79868], [-0.00128, 1.94016, 0.79891], [0.19271, 0.19505, 0.85109], [-1.68060, 2.74112, -0.25231], [-2.60991, 2.17486, -2.77239], [-1.50021, 4.69983, -3.05861], [-0.88194, 4.22276, -1.48867], [-0.57571, 3.19939, -2.87916], [-7.27294, -0.29033, -0.50599], [-5.71364, 2.14355, 1.85631], [-5.01194, -1.59947, -0.72034], [-1.81204, -8.76147, 3.37236], [-1.24702, -7.32151, 3.38623], [-1.47463, -6.65595, 4.74782], [-2.91788, -6.22450, 5.00294], [-3.44269, -5.37301, 3.84785], [-3.29358, -6.06126, 2.49161], [-1.86842, -6.48681, 2.30608], [-1.11441, -5.49159, 1.99363], [-4.26722, -7.24738, 2.40430], [-3.67712, -5.11637, 1.36299], [0.25075, -7.42131, 3.12511], [-2.25848, -9.00246, 2.40930], [-1.01113, -9.48099, 3.53706], [-2.55903, -8.93126, 4.14709], [-0.83204, -5.77250, 4.81400], [-1.14039, -7.34742, 5.52495], [-3.55972, -7.09516, 5.16182], [-2.96110, -5.64602, 5.92745], [-4.49665, -5.13156, 4.00082], [-2.90106, -4.42235, 3.82674], [-4.11884, -7.80257, 1.47727], [-5.28651, -6.86149, 2.40640], [-4.19280, -7.94408, 3.23389], [-3.09848, -4.19798, 1.37607], [-4.72749, -4.84196, 1.46931], [-3.54830, -5.58190, 0.38585], [0.44995, -7.84113, 2.13811], [0.68779, -8.08030, 3.87575], [0.74327, -6.45473, 3.19192], [4.08271, 5.54776, -4.28766], [3.39060, 5.55825, -2.90447], [3.33346, 6.97830, -2.33272], [4.67154, 7.49747, -1.80991], [5.29157, 6.50411, -0.82870], [5.42682, 5.09831, -1.41384], [4.09772, 4.65388, -1.94169], [3.32280, 4.25751, -0.99755], [6.51096, 5.08245, -2.50139], [5.87515, 4.11674, -0.33920], [1.97167, 5.04122, -3.10291], [4.69943, 4.65996, -4.41561], [3.33659, 5.52940, -5.08077], [4.70696, 6.42479, -4.45572], [2.61026, 6.99455, -1.51129], [2.94392, 7.64191, -3.10817], [5.35756, 7.70363, -2.63578], [4.51225, 8.45198, -1.30535], [6.27976, 6.84483, -0.51220], [4.67018, 6.45716, 0.07087], [6.55973, 4.10616, -2.98502], [7.47696, 5.27626, -2.03503], [6.37580, 5.83728, -3.27018], [5.20687, 4.11782, 0.51834], [6.87072, 4.40031, 0.00285], [5.92366, 3.10158, -0.73541], [1.97588, 4.00890, -3.45717], [1.47887, 5.66202, -3.85162], [1.38873, 5.08700, -2.18650]],
  "forces_ev_per_angstrom": [[-0.3084, 0.1037, -0.2084], [0.4978, -0.1728, 0.1627], [-0.3430, 0.1042, -0.1984], [0.0668, 0.1266, 0.3081], [0.2429, 0.0582, -0.2270], [0.3899, -0.0946, 0.1062], [-0.3058, 0.3213, 0.1993], [0.0934, -0.0684, -0.3955], [0.0506, 0.2572, 0.2093], [0.5135, -0.1255, 0.3618], [0.0005, 0.1434, 0.0729], [-0.2431, -0.0268, -0.1024], [-0.0610, 0.5023, -0.2272], [-0.1999, -0.0907, -0.0125], [-0.0430, 0.0004, 0.1198], [-0.2079, 0.1657, -0.0191], [-0.5108, -0.1289, -0.0596], [-0.2366, -0.5518, 0.1207], [0.1046, -0.0442, 0.0188], [0.0679, -0.0697, -0.1360], [-0.2018, 0.0583, 0.0158], [0.0843, 0.0288, 0.0798], [0.1484, -0.1775, -0.0422], [0.0061, -0.0342, 0.1170], [0.0555, -0.0517, 0.0667], [0.1302, -0.0503, -0.0033], [-0.0487, 0.0663, -0.1405], [-0.1753, 0.0085, 0.0745], [0.2116, 0.0116, -0.0124], [0.0696, 0.1475, 0.0384], [-0.1001, -0.0887, 0.1167], [0.0260, -0.2049, -0.2161], [-0.0697, -0.0267, -0.0421], [-0.2406, 0.1180, -0.1906], [-0.0082, -0.0584, -0.1151], [-0.0714, 0.0482, 0.0466], [0.0011, -0.0336, 0.0325], [0.1681, -0.1632, -0.0132], [0.4994, -0.0204, 0.0186], [-0.0188, 0.0528, 0.0167], [-0.0796, 0.0359, -0.1015], [0.0166, -0.8768, -0.0056], [-0.0867, 0.2702, 0.1175], [0.0238, -0.0309, -0.0897], [0.1849, 0.0958, 0.2482], [-0.7809, -0.4878, -0.3545], [0.2672, 0.9811, 0.9293], [-0.0592, -0.1935, -0.4679], [0.1289, -0.1318, 0.0324], [0.0956, 0.2706, 0.0130], [0.1465, 0.1481, -0.0634], [0.0217, 0.0010, -0.0135], [0.0474, 0.0550, 0.0735], [-0.0416, 0.0355, -0.0273], [0.0089, -0.0033, -0.0872], [0.0222, -0.0204, -0.0076], [0.0019, -0.0133, -0.0445], [-0.0036, -0.0193, 0.0202], [-0.0239, -0.0038, -0.0304], [0.0513, -0.0323, -0.0723], [-0.0019, 0.0137, -0.0140], [0.0110, 0.0649, -0.0349], [0.0250, 0.0057, -0.0003], [0.0825, -0.0531, 0.0331], [-0.0375, -0.0666, 0.0312], [0.0432, -0.0351, 0.0190], [-0.0243, -0.0125, -0.0030], [-0.0212, -0.0345, 0.0110], [-0.0460, 0.0154, -0.0559], [0.0941, -0.0924, 0.0468], [0.0485, -0.0680, -0.8703], [0.0313, 0.1558, 0.2652], [0.0011, -0.0907, -0.0257], [-0.2089, 0.2285, 0.0365], [0.7668, -0.2426, -0.3177], [-0.4042, 0.8694, 0.8077], [0.0201, -0.3998, -0.1359], [-0.0867, 0.0127, -0.1069], [-0.1145, -0.0508, 0.1899], [-0.1415, -0.0764, 0.1412], [-0.0218, -0.0176, -0.0003], [-0.0643, 0.0696, 0.0430], [0.0428, -0.0185, 0.0421], [0.0053, -0.0852, 0.0035], [-0.0211, -0.0117, -0.0204], [0.0057, -0.0494, -0.0123], [0.0069, 0.0206, -0.0206], [0.0268, -0.0189, -0.0027], [-0.0321, -0.0894, -0.0280], [-0.0008, -0.0123, 0.0132], [-0.0105, -0.0293, 0.0629], [-0.0294, -0.0015, 0.0044], [-0.0398, -0.0077, -0.0437], [0.0291, 0.0146, -0.0343], [-0.0138, 0.0022, -0.0160], [0.0261, -0.0021, -0.0048], [0.0196, 0.0130, -0.0343], [0.0588, -0.0400, 0.0213]]
}

---

Entry 2:
{
  "formula": "C31H53Br22F3O9",
  "method": "ωB97M-V/def2-TZVPD",
  "mol_weight_g_mol": 2384.638,
  "e_lumo_ev": 0.066,
  "total_energy_ha": -58818.15193,
  "elements": ["Br", "C", "C", "Br", "H", "H", "H", "H", "Br", "C", "C", "Br", "H", "H", "H", "H", "Br", "C", "C", "Br", "H", "H", "H", "H", "Br", "C", "C", "Br", "H", "H", "H", "H", "Br", "C", "C", "Br", "H", "H", "H", "H", "Br", "C", "C", "Br", "H", "H", "H", "H", "Br", "C", "C", "Br", "H", "H", "H", "H", "Br", "C", "C", "Br", "H", "H", "H", "H", "Br", "C", "C", "Br", "H", "H", "H", "H", "Br", "C", "C", "Br", "H", "H", "H", "H", "Br", "C", "C", "Br", "H", "H", "H", "H", "C", "C", "O", "C", "O", "O", "F", "H", "H", "H", "C", "C", "O", "C", "O", "O", "F", "H", "H", "H", "C", "C", "O", "C", "O", "O", "F", "H", "H", "H"],
  "positions_angstrom": [[2.17449, -5.03758, 2.49671], [2.16213, -4.40269, 0.65403], [1.18744, -5.27205, -0.10958], [1.81624, -7.06779, -0.35873], [3.17384, -4.49213, 0.30965], [1.75413, -3.39824, 0.67070], [0.87034, -4.89563, -1.07570], [0.29672, -5.51191, 0.47874], [-1.32721, 0.92007, 4.78716], [-0.65062, 1.53313, 6.60616], [-1.42421, 0.82422, 7.67718], [-0.57838, 1.02697, 9.39012], [-0.74016, 2.62391, 6.61510], [0.28429, 1.08552, 6.53402], [-1.50788, -0.21620, 7.57126], [-2.38550, 1.28339, 7.65323], [1.05621, -1.13587, -6.63672], [-0.34149, -1.63370, -5.21731], [-0.40885, -3.08823, -4.84558], [-2.02786, -3.27097, -3.74448], [-1.31205, -1.21037, -5.55768], [0.02939, -1.02362, -4.41261], [0.39730, -3.31567, -4.25682], [-0.61211, -3.69934, -5.73759], [1.38337, 3.08932, 2.73818], [1.16165, 4.29291, 4.27123], [2.07086, 3.91951, 5.38692], [1.63668, 5.09221, 6.93502], [0.12032, 4.22449, 4.55650], [1.36815, 5.27614, 3.91789], [3.14525, 4.04838, 5.19380], [1.83949, 2.91162, 5.69510], [-9.25655, 2.21913, -1.01986], [-7.34309, 2.40841, -0.92439], [-6.70459, 1.11001, -0.31288], [-4.73088, 1.47716, -0.23736], [-7.16235, 3.29271, -0.30818], [-7.00068, 2.42694, -1.93959], [-6.76507, 0.19581, -0.85984], [-7.13703, 0.96402, 0.66969], [6.49690, -1.54137, -1.79422], [5.04173, -2.76842, -1.57225], [4.59802, -3.58527, -2.79407], [3.90623, -2.33534, -4.12335], [4.19276, -2.24444, -1.19685], [5.37031, -3.37984, -0.74412], [3.84277, -4.36574, -2.50538], [5.47117, -4.05578, -3.27266], [4.72769, -10.41904, 0.56462], [5.02927, -8.50132, 0.66274], [5.91645, -7.99773, -0.46380], [6.11282, -6.09949, -0.36203], [5.41655, -8.24207, 1.67945], [4.06246, -8.08903, 0.51405], [5.45995, -8.31731, -1.44525], [6.85017, -8.46267, -0.39076], [-4.91722, -2.50966, -0.80920], [-3.83544, -3.04274, 0.65197], [-2.46567, -2.45602, 0.55501], [-1.41702, -3.20274, 1.98907], [-3.79223, -4.07705, 0.65428], [-4.28799, -2.62597, 1.51642], [-2.42607, -1.41119, 0.74449], [-2.01486, -2.68384, -0.37183], [1.74984, -1.01097, 5.77189], [1.84807, -1.11782, 3.88615], [2.95351, -0.26999, 3.22538], [3.80529, -1.28079, 1.74436], [0.94054, -0.91871, 3.36515], [2.06814, -2.18311, 3.74993], [3.79913, -0.16282, 3.86922], [2.56849, 0.63284, 2.79698], [-3.13174, 1.38704, -4.37229], [-2.03599, 2.88989, -4.92139], [-1.74721, 2.84610, -6.38608], [-3.31578, 3.09343, -7.44472], [-1.11208, 2.77272, -4.40763], [-2.70761, 3.73216, -4.57731], [-1.36630, 1.90646, -6.67677], [-1.04877, 3.62470, -6.64945], [-1.63647, 3.89587, -1.57596], [-1.40091, 5.82608, -1.78930], [-2.00920, 6.60502, -0.68074], [-0.90288, 6.66175, 0.90141], [-1.99731, 6.11324, -2.64154], [-0.34464, 5.95655, -2.01782], [-2.92352, 6.12921, -0.34936], [-2.14152, 7.68811, -0.93863], [-2.51127, 3.62796, 2.04506], [-3.42151, 3.58764, 3.24984], [-4.72868, 3.74520, 2.71419], [-4.60140, 4.37435, 1.52130], [-5.47295, 4.74765, 0.87747], [-3.30771, 4.36958, 1.09798], [-3.18484, 4.67233, 4.05491], [-2.40081, 2.59232, 1.62260], [-1.56053, 4.14014, 2.09915], [-3.40316, 2.68315, 3.83456], [-0.81611, 0.55544, -1.22143], [0.25096, 0.47077, -0.06714], [0.90840, -0.72366, -0.31926], [0.12440, -1.53188, -1.16314], [0.46862, -2.64638, -1.38616], [-0.80027, -0.80958, -1.74899], [-0.38633, 0.30079, 1.11452], [-0.43402, 1.18920, -2.00914], [-1.83645, 0.85858, -0.99272], [0.91158, 1.31903, 0.04349], [3.95814, 1.14460, -3.36940], [3.14430, 0.83820, -2.13084], [1.83965, 1.07112, -2.57010], [1.80128, 1.72547, -3.75626], [0.85223, 2.16472, -4.27395], [3.05460, 1.82952, -4.25555], [3.46080, 1.83559, -1.22879], [4.28589, 0.24104, -3.90451], [4.81440, 1.79409, -3.08576], [3.22926, -0.14387, -1.61313]],
  "forces_ev_per_angstrom": [[0.2158, 0.1971, 0.2020], [-1.2471, -0.5749, 0.1979], [-0.6983, -0.4096, 0.3758], [0.4687, -0.6618, -0.4934], [0.4149, 0.2207, -0.2695], [0.3496, 0.1889, 0.0115], [0.3103, 0.1766, 0.0081], [0.0735, 0.7911, -0.0641], [-0.0436, 0.4176, 0.7090], [-1.2838, -0.4793, -0.9505], [-0.2192, 1.3487, -0.3250], [0.1362, 0.3572, 0.2877], [0.2954, -0.4158, 0.1147], [2.0039, 0.1310, 0.0267], [-0.0214, -1.2538, -0.6026], [-0.9253, 0.0347, 0.7002], [-0.8896, -0.6279, 0.7470], [-0.1437, 1.2627, -0.8143], [-2.3936, 1.0078, -2.0156], [0.1804, -0.1054, -0.0408], [0.8504, -0.3945, -0.0173], [-0.1192, 0.0926, 0.4515], [1.9239, -1.1740, 1.2162], [0.5042, -0.0144, 0.6014], [0.0263, 0.2082, 0.1366], [-0.1875, -0.0823, -0.3194], [0.2601, 0.0571, 0.6939], [0.1530, -0.4218, -0.5215], [-0.1456, -0.0846, 0.0422], [0.0707, 0.6772, -0.3989], [-0.5439, -0.0555, -0.0428], [0.2460, -0.2604, 0.3124], [-0.4007, -0.1803, 0.0454], [0.6332, -1.7696, 0.5015], [-0.0631, 2.0102, 0.3856], [-0.7502, -0.2283, 0.2312], [0.3196, -0.2783, -0.3899], [0.1908, 0.7755, -0.4153], [-0.2809, -0.2502, -0.6976], [0.5256, -0.0942, 0.3661], [0.0567, 0.2561, -0.3697], [-0.3896, -0.9806, 0.0216], [0.8986, -0.0722, 0.4690], [-0.3957, -0.5674, -0.0301], [-0.5674, 0.7256, 0.2090], [0.0520, -0.5399, -0.0546], [0.5799, 0.9604, -0.3941], [-0.4996, 0.0314, 0.2026], [0.2840, 0.0680, -0.0473], [0.5558, 0.4605, 0.6640], [-1.8545, -1.3275, -0.7896], [0.0363, 0.3018, -0.0506], [-0.2915, -0.3369, -0.9549], [-0.7357, 0.4005, 0.3014], [0.4724, 0.7312, 0.9608], [1.6254, -0.3162, -0.0028], [-0.5131, 0.2692, -0.9165], [0.4346, 1.7683, 0.1333], [-0.1149, -0.2730, 0.4564], [0.5109, -0.2628, 0.2598], [-0.0858, -1.9420, 0.1522], [-0.6230, -0.1258, 0.8685], [-0.2585, 0.9116, -0.0771], [0.6415, -0.3692, -0.9181], [-0.0931, 0.5086, 0.7772], [1.4100, -1.0504, -1.5471], [-0.1473, -1.4468, 0.1844], [-0.3313, 0.2269, 0.0334], [-1.0502, 0.2335, 0.2110], [-0.0086, 0.3256, -0.2352], [0.2648, 0.5739, 0.4764], [0.1153, 0.4274, 0.0143], [-0.0340, -0.6136, 0.2101], [-1.6989, 0.6663, 0.1833], [-0.4119, 0.7447, 0.3049], [-0.5729, 0.2314, -0.4851], [0.3798, 0.3088, 0.6386], [1.3776, -0.5812, -0.5872], [0.6259, -1.0148, -0.2100], [0.2037, 0.2356, -0.0851], [0.1310, 0.1482, -0.0134], [-0.0784, -0.2617, -0.5715], [0.1938, 1.0585, 0.6004], [0.3801, -0.0260, 0.3883], [-0.0020, -0.2887, -0.6293], [-0.1484, 0.2773, 0.3063], [-0.2476, 0.2707, -0.1385], [-0.0465, -1.1409, -0.0007], [-0.6639, -0.9817, -1.4222], [-0.4551, 0.3820, -0.0126], [1.0511, 0.0268, 0.4025], [2.9751, -1.8596, 0.9300], [-3.3691, 1.7810, -2.1048], [-0.2671, 0.0558, 0.8403], [0.1581, -0.0403, 0.2661], [0.1506, 0.8195, 0.4892], [0.1299, -0.0949, 0.5485], [0.1000, -0.1555, 0.2402], [1.3251, -0.4089, -0.1220], [-1.5200, -0.4066, -1.0987], [-0.2917, -0.2935, -0.4668], [2.1480, 1.0854, 0.1134], [-0.5703, -0.2277, -0.1065], [-0.8628, 0.4716, 0.3657], [-0.6709, 0.1923, 1.2337], [-0.0488, 0.1344, -0.1854], [0.1074, -0.2945, 0.4496], [0.3420, 0.0647, -0.2906], [1.1175, -0.5161, -0.7093], [0.3397, 0.4702, -0.1466], [-0.8734, -0.5976, 0.5704], [2.7087, -0.0907, 0.0670], [-1.7238, 0.3685, -0.5064], [-0.2644, -0.1158, 0.7792], [-0.3043, -0.2334, 0.5257], [0.1114, 0.4238, 0.4273], [-0.6257, -0.4178, -0.4177], [-0.0788, 0.7355, -0.5637]]
}